{
  "formula": "C5H40N2O13S",
  "method": "the ωB97M-V functional and the def2-TZVPD basis",
  "e_lumo_ev": 0.3,
  "orbital_gap_ev": 9.7,
  "e_homo_ha": -0.3464,
  "largest_force_ev_per_a": 1.22,
  "e_above_lowest_kcal_mol": 0.0,
  "symbols": ["N", "C", "C", "S", "C", "N", "C", "C", "H", "H", "H", "H", "H", "H", "H", "H", "H", "H", "H", "H", "H", "H", "H", "H", "O", "H", "H", "O", "H", "H", "O", "H", "H", "O", "H", "H", "O", "H", "H", "O", "H", "H", "O", "H", "H", "O", "H", "H", "O", "H", "H", "O", "H", "H", "O", "H", "H", "O", "H", "H", "O"],
  "xyz": [[-1.970, 0.104, -2.350], [-0.598, -0.226, -1.940], [0.380, 0.071, -3.070], [0.397, 1.786, -3.665], [-0.263, 0.563, -0.662], [0.809, -0.078, 0.148], [2.133, 0.546, -0.022], [2.888, 0.544, 1.290], [-2.632, -0.318, -1.705], [1.509, 2.216, -3.070], [-2.205, -0.304, -3.250], [-0.567, -1.284, -1.685], [1.382, -0.208, -2.756], [0.166, -0.565, -3.928], [-1.170, 0.617, -0.057], [-0.023, 1.597, -0.935], [0.522, -0.135, 1.118], [2.056, 1.557, -0.444], [2.676, -0.030, -0.784], [2.886, -0.444, 1.753], [3.949, 0.787, 1.144], [2.520, 1.292, 1.996], [-1.110, 3.727, 4.527], [-0.362, 3.238, 3.268], [-0.568, 2.986, 4.204], [-2.547, 2.972, -0.548], [-3.116, 3.805, 0.636], [-2.506, 3.110, 0.448], [0.871, -1.933, -0.222], [1.859, -3.172, 0.043], [0.945, -2.935, -0.269], [-1.403, 1.426, 4.175], [-2.450, 0.617, 3.330], [-1.848, 0.542, 4.117], [4.786, -2.251, 0.176], [4.297, -2.734, -1.214], [4.413, -3.025, -0.278], [1.201, -4.256, -3.017], [1.032, -3.181, -1.897], [1.245, -3.302, -2.863], [0.320, -1.504, 3.870], [-0.787, -0.485, 3.500], [-0.083, -1.091, 3.093], [-1.998, 3.340, -2.646], [-2.431, 1.905, -2.331], [-2.646, 2.861, -2.152], [-3.979, -1.868, 0.357], [-2.476, -1.953, 0.676], [-3.183, -1.363, 0.272], [-0.582, -3.102, 0.784], [-0.930, -2.236, 2.091], [-1.297, -2.851, 1.411], [-0.902, 3.391, 1.108], [0.346, 2.500, 1.344], [-0.013, 3.383, 1.547], [-3.084, 1.622, 1.330], [-3.359, 0.063, 1.316], [-3.436, 0.877, 1.871], [4.313, -2.509, -3.501], [2.865, -2.570, -2.885], [3.756, -2.133, -2.797]],
  "forces_ev_per_a": [[-0.341, 0.284, -0.209], [-0.336, 0.498, 0.212], [0.146, -0.472, 0.144], [-0.240, 0.084, -0.232], [-0.167, -0.547, 0.307], [-0.538, 0.553, -0.940], [0.031, -0.546, -0.131], [0.842, 0.182, 0.006], [0.060, -0.008, 0.319], [0.142, -0.067, 0.158], [0.265, 0.011, -0.071], [0.349, -0.221, -0.105], [0.153, 0.042, -0.010], [-0.092, 0.027, -0.069], [-0.028, -0.133, 0.047], [0.124, -0.043, 0.044], [0.160, 0.106, 0.189], [-0.138, 0.051, 0.253], [0.107, 0.035, 0.190], [-0.265, 0.015, 0.060], [-0.185, 0.040, -0.157], [-0.233, -0.191, 0.020], [0.306, -0.484, -0.026], [0.029, -0.214, 0.359], [-0.276, 0.783, -0.241], [0.009, 0.284, 0.331], [-0.732, 0.752, 0.205], [0.666, -0.745, -0.515], [0.362, -0.349, 0.344], [-0.982, 0.458, -0.319], [0.987, 0.258, 0.292], [-0.286, -0.481, 0.045], [0.089, 0.153, 0.457], [0.012, 0.349, -0.519], [-0.168, -0.420, -0.233], [0.016, -0.023, 0.410], [-0.068, 0.468, -0.004], [-0.001, 0.287, 0.023], [0.103, -0.226, -0.419], [-0.064, -0.138, 0.128], [-0.009, 0.053, -0.313], [0.303, -0.042, -0.078], [-0.185, 0.111, 0.440], [0.705, 0.522, -0.483], [-0.009, 0.119, 0.056], [-0.614, -0.862, 0.320], [-0.788, -0.391, 0.014], [-0.158, 0.196, -0.149], [0.948, 0.087, -0.026], [-0.255, 0.306, 0.719], [0.332, -0.309, -0.303], [-0.107, -0.079, -0.366], [0.409, -0.111, 0.157], [-0.172, 0.487, 0.088], [-0.120, -0.468, -0.316], [-0.302, -0.522, 0.337], [-0.079, 0.495, 0.175], [0.340, 0.001, -0.437], [-0.409, 0.236, 0.356], [0.553, 0.177, -0.120], [-0.202, -0.420, -0.418]],
  "mulliken_charge": [-0.544, 0.488, -0.574, -0.251, -0.603, 0.517, -0.017, -1.446, 0.214, 0.131, 0.265, 0.098, -0.035, 0.537, -0.427, 0.323, 0.053, 0.193, 0.152, 0.300, 0.406, 0.311, 0.307, 0.435, -0.740, 0.459, 0.236, -0.774, 0.486, 0.295, -0.893, 0.405, 0.487, -0.811, 0.294, 0.406, -0.673, 0.261, 0.508, -0.702, 0.255, 0.425, -0.691, 0.309, 0.359, -0.735, 0.260, 0.445, -0.649, 0.317, 0.441, -0.852, 0.498, 0.319, -0.814, 0.423, 0.446, -0.827, 0.283, 0.426, -0.718]
}